--- a ---
Entry from the Open Molecules 2025 dataset: one molecule with the formula C20H25N5O3 (ωB97M-V/def2-TZVPD).

CARTESIAN COORDINATES (ANGSTROEM)
C: -5.2269 -1.2930 -0.7926
O: -3.9882 -0.9685 -0.2099
C: -3.6876 0.3501 0.0019
C: -4.5092 1.4034 -0.3825
C: -4.1270 2.7120 -0.1407
C: -2.9284 2.9855 0.4897
C: -2.1118 1.9379 0.8790
C: -2.4702 0.6203 0.6438
C: -1.5451 -0.4901 1.0694
N: -0.3768 -0.5320 0.1859
C: -0.7063 -0.9565 -1.1602
C: -1.1794 -2.4186 -1.2217
N: -0.4899 -3.2396 -0.2463
C: 0.3450 -2.8373 0.7379
O: 0.7758 -3.6173 1.5614
C: 0.7321 -1.3618 0.6643
C: 1.3873 -0.8669 1.9554
C: 2.1922 0.4042 1.7213
O: 3.3132 0.5719 2.1553
N: 1.5122 1.3436 1.0197
C: 2.1861 2.4786 0.4471
C: 2.6965 2.1637 -0.9742
C: 3.7077 1.0630 -0.9032
C: 5.0601 1.3147 -0.6708
N: 5.9447 0.3439 -0.5479
C: 5.4935 -0.8988 -0.6369
C: 4.1545 -1.1625 -0.8757
N: 3.2672 -0.1869 -1.0162
H: -5.2629 -2.3814 -0.8225
H: -6.0636 -0.9229 -0.1927
H: -5.3069 -0.9023 -1.8124
H: -5.4506 1.2164 -0.8742
H: -4.7781 3.5168 -0.4476
H: -2.6335 4.0052 0.6830
H: -1.1791 2.1394 1.3842
H: -1.1913 -0.2719 2.0785
H: -2.0892 -1.4413 1.0968
H: -1.4898 -0.3070 -1.5558
H: 0.1915 -0.8261 -1.7710
H: -1.0007 -2.8223 -2.2244
H: -2.2573 -2.4643 -1.0255
H: -0.7581 -4.2142 -0.2115
H: 1.5055 -1.2938 -0.1157
H: 0.6526 -0.6858 2.7411
H: 2.0621 -1.6444 2.3164
H: 0.6690 1.0182 0.5485
H: 3.0295 2.7242 1.0974
H: 1.4944 3.3244 0.4093
H: 1.8537 1.8446 -1.5900
H: 3.1437 3.0610 -1.4025
H: 5.4399 2.3241 -0.5860
H: 6.2230 -1.6871 -0.5184
H: 3.7748 -2.1726 -0.9582

Gap between HOMO and LUMO, eV: 9.3
SMILES: COc1ccccc1CN1CCNC(=O)[C@@H]1CC(=O)NCCc1cnccn1
LUMO level, eV: 0.502


--- b ---
Entry from the Open Molecules 2025 dataset: one molecule with the formula C20H25N5O3 (ωB97M-V/def2-TZVPD).

CARTESIAN COORDINATES (ANGSTROEM)
C: -5.8396 -0.6603 0.7461
N: -4.4490 -0.8300 0.3559
C: -3.5926 0.2527 0.5309
O: -3.9830 1.3126 1.0033
C: -2.2675 -0.0518 0.0999
C: -1.9209 -1.3002 -0.3989
N: -0.6067 -1.3430 -0.6969
C: -0.1447 -0.1398 -0.3940
C: 1.2862 0.2477 -0.5331
N: 1.8081 0.6954 0.7531
C: 1.8822 -0.3849 1.7334
C: 3.3031 -0.9426 1.9804
C: 4.1785 -0.7981 0.7739
C: 5.0315 -1.7908 0.3202
C: 5.8394 -1.5595 -0.7804
C: 5.7903 -0.3417 -1.4379
C: 4.9236 0.6468 -1.0031
C: 4.1275 0.4260 0.1077
C: 3.0874 1.3851 0.6084
N: -1.1002 0.6796 0.0941
C: -0.9575 2.0541 0.5066
C: -1.0522 3.0278 -0.6731
C: -2.4433 3.0704 -1.3254
O: -3.4270 3.6158 -0.4953
N: -2.8299 -2.3013 -0.5324
C: -2.4266 -3.5854 -1.0617
C: -4.1366 -2.0871 -0.1511
O: -4.9833 -2.9476 -0.2480
H: -6.0886 -1.3618 1.5417
H: -6.4864 -0.8587 -0.1076
H: -5.9648 0.3634 1.0904
H: 1.8266 -0.6151 -0.9494
H: 1.3732 1.0791 -1.2392
H: 1.4822 -0.0039 2.6806
H: 1.2290 -1.1923 1.3970
H: 3.2403 -1.9850 2.2936
H: 3.7635 -0.3779 2.7975
H: 5.0674 -2.7427 0.8305
H: 6.5083 -2.3330 -1.1276
H: 6.4215 -0.1654 -2.2962
H: 4.8712 1.5935 -1.5223
H: 3.3582 1.7742 1.5957
H: 2.9589 2.2315 -0.0701
H: 0.0173 2.1519 0.9909
H: -1.7499 2.2699 1.2264
H: -0.8184 4.0265 -0.3029
H: -0.3187 2.7590 -1.4350
H: -2.7239 2.0633 -1.6687
H: -2.3941 3.7222 -2.2034
H: -3.6860 2.9546 0.1705
H: -1.6644 -4.0250 -0.4187
H: -3.3075 -4.2230 -1.0953
H: -2.0121 -3.4550 -2.0609

Gap between HOMO and LUMO, eV: 9.0
SMILES: Cn1c(=O)c2c(nc(CN3CCc4ccccc4C3)n2CCCO)n(C)c1=O
LUMO level, eV: 0.588


Which structure loses on stability? a does.


--- a ---
Entry from the Open Molecules 2025 dataset: C2H6NO2P as an isolated structure (ωB97M-V/def2-TZVPD).

CARTESIAN COORDINATES (ANGSTROEM)
C: 0.1886 -0.7124 0.0609
C: 1.5117 -0.1162 -0.3255
N: -0.8537 0.1575 0.2805
O: -0.0191 -1.8966 -0.1887
O: -0.6455 1.7873 -0.2085
P: -2.4187 -0.2475 -0.0906
H: 1.2101 0.5188 -1.2089
H: 2.0982 -1.0063 -0.4929
H: 2.0429 0.5482 0.3815
H: -1.1470 2.2796 0.4916
H: -2.4660 -1.3421 0.7274
H: -1.9758 -0.9508 -1.2814

Gap between HOMO and LUMO, eV: 9.7
LUMO level, eV: -0.260


--- b ---
Entry from the Open Molecules 2025 dataset: a 3-piece molecular cluster, C2H6NO2P overall (ωB97M-V/def2-TZVPD).

CARTESIAN COORDINATES (ANGSTROEM)
C: 1.2472 -0.1316 0.8468
C: -1.9139 0.3579 1.7961
N: 0.9434 -1.2944 1.4816
O: -2.1257 -0.0640 0.7113
O: -0.7771 0.9062 2.1389
P: 0.4303 1.3857 0.9165
H: 2.1679 -0.1229 0.2417
H: -2.7830 0.2510 2.5825
H: 1.3000 -2.1592 1.1265
H: -1.8959 3.4275 -1.7558
H: 0.2739 -1.4348 2.3523
H: -1.7398 3.1899 -0.9268

Gap between HOMO and LUMO, eV: 9.0
LUMO level, eV: 0.756


Which structure loses on stability? a does.


--- a ---
Entry from the Open Molecules 2025 dataset: a 2-piece molecular cluster, C5H14 overall (ωB97M-V/def2-TZVPD).

CARTESIAN COORDINATES (ANGSTROEM)
C: -0.4159 1.2037 2.0181
C: 0.6496 0.8329 1.0560
C: -1.8176 0.6212 1.7475
H: -0.1866 0.9969 3.0679
H: -0.6584 2.3004 2.0846
H: 0.5819 1.3807 0.1158
H: -1.7746 -0.4452 2.0204
H: -2.6233 1.0463 2.3342
H: -2.0724 0.7821 0.7035
H: 1.6820 1.0002 1.3800
H: 0.6405 -0.2747 0.8904
C: 0.6928 -1.6212 -1.6378
C: 0.8392 -0.7176 -2.7892
H: -0.3010 -1.5724 -1.1309
H: 0.6691 -2.7071 -1.7423
H: 1.2601 -1.2892 -0.7116
H: 0.5242 0.3018 -2.5902
H: 0.4062 -1.1545 -3.6989
H: 1.9041 -0.6843 -3.1176

Gap between HOMO and LUMO (alpha / beta), eV: 13.4 / 3.4
⟨S²⟩: 0.7535
Net charge: +1
Multiplicity: 2
LUMO level (alpha / beta), eV: -2.649 / -11.122


--- b ---
Entry from the Open Molecules 2025 dataset: a 2-piece molecular cluster, C5H14 overall (ωB97M-V/def2-TZVPD).

CARTESIAN COORDINATES (ANGSTROEM)
C: 2.1262 0.1599 -0.1564
C: 0.8612 0.8795 0.1761
C: 2.0615 -0.8335 -1.3038
H: 2.9100 0.9100 -0.3954
H: 2.5663 -0.2997 0.7331
H: 1.0352 1.8319 0.6741
H: 0.3647 0.2845 1.0133
H: 1.5514 -0.4182 -2.1698
H: 3.0706 -1.1426 -1.5714
H: 0.1529 1.0436 -0.6351
H: 1.4794 -1.7206 -1.0281
C: -2.8630 0.2942 1.0821
C: -2.0115 -0.5070 0.1350
H: -3.0570 -0.2750 1.9975
H: -2.3303 1.1904 1.4627
H: -3.7051 0.6950 0.5136
H: -0.9077 -0.1954 0.4052
H: -1.8638 -1.5702 0.3401
H: -2.2077 -0.2918 -0.9117

Gap between HOMO and LUMO (alpha / beta), eV: 13.0 / 5.3
⟨S²⟩: 0.7542
Net charge: +1
Multiplicity: 2
LUMO level (alpha / beta), eV: -2.861 / -10.103


Which structure loses on stability? a does.


--- a ---
Entry from the Open Molecules 2025 dataset: one molecule with the formula C7H12BNO4 (ωB97M-V/def2-TZVPD).

CARTESIAN COORDINATES (ANGSTROEM)
C: -3.8781 -0.1776 -2.5607
B: -2.5356 0.5111 -2.1836
N: -1.5668 1.2621 -1.9923
C: -0.3475 1.6229 -1.5757
O: -0.0799 2.6756 -1.0601
C: 0.7791 0.6857 -1.7969
C: 1.3272 -0.0992 -0.6414
C: 0.7955 0.4112 0.7783
O: -0.5917 0.1352 1.0388
C: 1.6828 -0.1731 1.8976
O: 2.7639 0.2546 2.0729
O: 0.9701 -0.9987 2.6941
C: 1.6830 -1.3557 3.7966
H: -3.7856 -0.4338 -3.6461
H: -4.4986 0.6612 -2.4156
H: -4.0987 -1.1395 -2.1530
H: 0.5175 -0.1471 -2.5740
H: 1.5560 1.3426 -2.2882
H: 0.9277 -1.0692 -0.6885
H: 2.4023 -0.0677 -0.5840
H: 0.8733 1.5233 0.9261
H: -0.8136 -0.7315 0.6024
H: 1.0749 -1.3819 4.7166
H: 2.7002 -0.8558 3.9746
H: 2.1424 -2.4550 3.6622

Gap between HOMO and LUMO, eV: 10.0
SMILES: C/B=N/C(=O)CC[C@@H](O)C(=O)OC
LUMO level, eV: 0.146


--- b ---
Entry from the Open Molecules 2025 dataset: one molecule with the formula C7H12BNO4 (ωB97M-V/def2-TZVPD).

CARTESIAN COORDINATES (ANGSTROEM)
C: 3.4831 -0.9836 0.5613
O: 2.5438 -1.4514 -0.4895
C: 1.3324 -0.8907 -0.6889
C: 0.5137 -1.4060 -1.6126
C: -0.8086 -0.8179 -2.0103
N: -1.3750 0.0766 -1.2823
C: -0.7755 0.6444 -0.1352
O: -0.9298 2.0243 -0.0392
C: -2.2079 2.5470 -0.1466
B: -1.4009 -0.1044 1.1265
O: -0.6632 -0.5992 2.1097
O: -2.7764 -0.3037 1.1708
C: 1.0047 0.4016 0.0357
H: 3.8667 -0.0951 0.2718
H: 4.3742 -1.6592 0.3864
H: 2.8702 -1.0757 1.4268
H: 0.9688 -2.2707 -2.0175
H: -1.1921 -1.3597 -2.9231
H: -2.4979 2.3413 -1.0934
H: -2.0798 3.5502 -0.1494
H: -2.8216 2.1765 0.5543
H: -1.1644 -0.9385 2.9194
H: -3.0508 -1.1585 1.4988
H: 1.2422 0.2378 1.0306
H: 1.5441 1.1147 -0.5041

Gap between HOMO and LUMO, eV: 8.3
SMILES: COC1=CC=N[C@@](OC)(B(O)O)C1
LUMO level, eV: 0.260


Which structure loses on stability? b does.